<i>
The following is a quantum chemistry calculation of a 2-piece molecular cluster, CH5NO2Si overall, from the Open Molecules 2025 dataset.

Values from the calculation:
HOMO (spin up / spin down) = -9.4 / -8.3 eV

Each line ends with the Mulliken charge.
CARTESIAN COORDINATES (ANGSTROEM)
1 C -1.19174 0.91856 -0.29050  -1.02
2 N 2.66552 0.18134 0.15199  0.81
3 O 3.11426 0.60955 -0.91603  -0.53
4 O 3.10498 0.46161 1.30376  -0.53
5 Si 1.35625 -0.95764 -0.11530  0.34
6 H -1.42448 0.96180 -1.29225  0.33
7 H -1.21853 -0.07498 0.00096  0.32
8 H -0.97510 1.72341 0.32929  0.35
9 H 1.13348 -1.67490 -1.28674  -0.05
10 H 1.07092 -1.48947 1.22518  -0.03

=====

<ii>
The following is a quantum chemistry calculation of one molecule with the formula CH5NO2Si, from the Open Molecules 2025 dataset.

Values from the calculation:
SMILES = C[SiH2][N+](=O)[O-]
HOMO = -10.7 eV

Each line ends with the Mulliken charge.
CARTESIAN COORDINATES (ANGSTROEM)
1 C 1.08740 -0.03852 0.67602  -1.16
2 Si -0.01457 -0.17248 -0.81883  0.46
3 N -1.66446 0.11462 -0.01548  0.75
4 O -2.22064 -0.85166 0.52852  -0.52
5 O -2.11998 1.27575 -0.13022  -0.51
6 H 1.13047 1.05370 1.00053  0.31
7 H 1.23225 -0.63985 1.51979  0.47
8 H 2.08244 -0.23639 0.38186  0.35
9 H 0.20917 -1.49424 -1.47627  -0.09
10 H 0.27792 0.98906 -1.66591  -0.06

=====

Most stable: <ii> (next structure +89.3 kcal/mol)